No. 1
Below is C6H7N in the gas phase, with properties calculated with ωB97M-V with the def2-TZVPD basis set.

Geometry as XYZ:
```
14
Properties=species:S:1:pos:R:3:forces:R:3:mulliken_charge:R:1
C -1.400 2.356 -0.040 0.114 -0.384 -0.010 0.209
C -0.978 1.234 0.057 -0.243 0.388 -0.044 -0.920
C -0.417 -0.114 0.193 -0.260 0.088 0.171 0.452
C -0.420 -0.867 -1.151 0.076 0.021 0.078 -1.352
C 0.968 0.019 0.834 0.032 0.584 -0.359 -0.418
C 1.435 -1.347 1.330 1.074 0.972 -2.449 -0.101
N 2.223 -1.895 0.682 0.408 -1.800 0.933 -0.331
H -1.792 3.343 -0.132 0.049 -0.092 0.011 0.443
H -1.017 -0.684 0.908 -0.246 0.107 -0.085 0.224
H 0.187 -0.341 -1.896 -0.078 -0.042 0.158 0.330
H -0.018 -1.879 -1.031 -0.052 0.186 0.023 0.398
H -1.443 -0.942 -1.539 0.235 0.042 0.131 0.367
H 1.670 0.491 0.076 -0.553 -0.981 1.013 0.335
H 1.000 0.626 1.709 -0.556 0.911 0.429 0.363
```
Positions in Å, forces in eV/Å.

Properties
E_HOMO = -10.40 eV
orbital gap = 10.43 eV
lowest unoccupied orbital energy = 0.033 eV
total energy = -7821.9843 eV
SMILES = C#C[C@@H](C)CC#N

---

No. 2
Below is C6H7N in the gas phase, with properties calculated with ωB97M-V with the def2-TZVPD basis set.

Geometry as XYZ:
```
14
Properties=species:S:1:pos:R:3:forces:R:3:mulliken_charge:R:1
N -0.294 2.045 -1.847 0.247 0.252 -0.894 -0.575
C -0.130 1.384 -0.921 -1.422 1.664 0.924 0.329
C -0.249 0.910 0.472 0.188 0.056 -0.173 -0.074
C 1.056 0.152 0.562 0.750 0.577 -0.801 -0.710
C 0.759 -0.598 -0.851 1.280 -1.927 2.265 -0.561
C -0.228 -1.280 -0.261 -1.195 -0.827 -0.836 -0.332
C -1.192 -0.318 0.412 0.239 -0.282 0.013 -0.654
H -0.490 1.681 1.211 -0.031 -0.181 -0.278 0.438
H 1.988 0.592 0.295 0.652 1.340 0.574 0.361
H 1.167 -0.382 1.547 -0.120 -0.125 -1.251 0.249
H 1.493 -1.018 -1.537 0.115 -0.053 0.476 0.414
H -0.277 -2.351 -0.202 -0.961 -0.519 -0.739 0.417
H -2.054 -0.191 -0.269 0.249 0.036 0.466 0.346
H -1.547 -0.626 1.389 0.009 -0.010 0.255 0.351
```
Positions in Å, forces in eV/Å.

Properties
E_HOMO = -8.35 eV
orbital gap = 8.75 eV
lowest unoccupied orbital energy = 0.401 eV
total energy = -7821.2424 eV
SMILES = N#CC1CC=CC1

---

No. 3
Below is a molecular structure, C6H7N, with properties calculated with ωB97M-V with the def2-TZVPD basis set.

Geometry as XYZ:
```
14
Properties=species:S:1:pos:R:3:forces:R:3:mulliken_charge:R:1
C 1.195 0.957 0.539 -0.914 -1.278 -1.349 -0.365
C 1.984 -0.161 0.511 1.457 2.402 -0.004 -0.810
C -0.821 -0.408 -0.043 2.107 -1.062 -1.940 0.423
C 0.350 0.404 -0.606 0.455 1.837 -0.915 -0.047
C 1.342 -0.753 -0.633 -3.860 -1.788 1.944 -0.063
C -2.227 -0.019 0.215 0.995 1.876 0.868 -0.935
N -0.240 -1.538 0.056 1.018 0.353 -0.462 -0.661
H 0.905 1.817 1.120 0.677 0.003 0.465 0.416
H 2.940 -0.249 0.992 0.133 -0.854 0.407 0.386
H 0.446 0.953 -1.598 -1.150 -0.103 1.320 0.379
H 1.550 -1.344 -1.506 0.650 -0.143 0.125 0.457
H -2.908 -0.645 -0.391 0.081 0.828 0.352 0.310
H -2.147 1.132 0.030 -1.248 -2.029 0.028 0.227
H -2.371 -0.146 1.314 -0.401 -0.041 -0.840 0.283
```
Positions in Å, forces in eV/Å.

Properties
E_HOMO (spin up / spin down) = -8.47 / -8.47 eV
orbital gap (spin up / spin down) = 9.39 / 9.38 eV
lowest unoccupied orbital energy (spin up / spin down) = 0.911 / 0.911 eV
total energy = -7820.6805 eV

---

No. 4
Below is C6H7N in the gas phase, with properties calculated with ωB97M-V with the def2-TZVPD basis set.

Geometry as XYZ:
```
14
Properties=species:S:1:pos:R:3:forces:R:3:mulliken_charge:R:1
C 0.159 1.422 0.063 -0.651 -0.133 -0.693 -0.325
C 1.226 0.467 -0.408 0.258 -0.895 0.892 -0.417
C -0.677 -0.939 -1.329 0.017 -1.026 -2.601 -0.751
C 1.114 -0.703 0.290 -0.452 1.140 -0.600 -0.436
N -0.128 -0.768 1.024 0.463 -1.564 1.218 -0.497
C -0.800 0.444 0.711 -1.815 -0.172 -0.669 -0.220
C -1.231 -0.884 -0.022 1.732 2.462 3.040 0.190
H -0.289 2.007 -0.751 0.072 -0.147 0.182 0.333
H 0.523 2.130 0.824 0.082 -0.237 -0.199 0.330
H 2.036 0.717 -1.091 -0.199 -0.048 0.267 0.369
H -0.035 -1.828 -1.443 0.130 0.213 -0.044 0.215
H 1.831 -1.518 0.377 -0.364 0.111 -0.328 0.406
H -1.581 0.791 1.388 0.598 0.104 0.227 0.361
H -2.146 -1.340 0.365 0.129 0.191 -0.693 0.443
```
Positions in Å, forces in eV/Å.

Properties
E_HOMO (spin up / spin down) = -7.68 / -7.38 eV
orbital gap (spin up / spin down) = 7.54 / 7.37 eV
lowest unoccupied orbital energy (spin up / spin down) = -0.138 / -0.006 eV
total energy = -7819.1001 eV

---

No. 5
Below is C6H7N in the gas phase, with properties calculated with ωB97M-V with the def2-TZVPD basis set.

Geometry as XYZ:
```
14
Properties=species:S:1:pos:R:3:forces:R:3:mulliken_charge:R:1
N 2.220 0.457 0.241 -0.006 0.498 0.231 -0.518
C 0.853 0.213 0.079 0.749 -0.755 0.120 0.691
C 0.298 0.319 -1.199 -0.346 1.288 1.436 -0.400
C -1.032 -0.097 -1.368 1.054 -1.603 -0.450 -0.371
C -1.728 -0.577 -0.275 -0.650 0.953 0.136 -0.497
C -1.305 -0.183 1.003 0.531 -1.110 -0.484 -0.542
C 0.068 -0.091 1.196 -1.234 1.019 0.098 -0.464
H 2.879 0.028 -0.383 -0.148 -0.053 -0.107 0.214
H 2.541 0.528 1.190 0.071 -0.144 -0.005 0.193
H 0.846 1.067 -1.761 -0.080 -0.713 -1.045 0.322
H -1.402 -0.317 -2.362 -0.157 0.372 -0.067 0.353
H -2.598 -1.218 -0.346 -0.460 0.697 -0.311 0.367
H -2.048 0.003 1.765 0.171 -0.852 0.525 0.379
H 0.409 -0.132 2.222 0.505 0.403 -0.076 0.274
```
Positions in Å, forces in eV/Å.

Properties
E_HOMO = -7.93 eV
orbital gap = 9.01 eV
lowest unoccupied orbital energy = 1.078 eV
total energy = -7824.4307 eV
SMILES = Nc1ccccc1

---

No. 6
Below is C6H7N in the gas phase, with properties calculated with ωB97M-V with the def2-TZVPD basis set.

Geometry as XYZ:
```
14
Properties=species:S:1:pos:R:3:forces:R:3:mulliken_charge:R:1
C 1.668 -0.685 -0.299 -0.082 0.027 0.016 -0.957
C 0.441 -0.685 0.532 -0.132 0.147 -0.116 -0.192
C -1.053 0.848 0.545 -0.010 0.390 0.135 -0.718
C -0.131 1.850 0.048 0.557 0.518 -0.240 0.464
N 0.660 2.579 -0.380 -0.611 -0.546 0.314 -0.452
C -0.830 -0.852 -0.024 0.087 -0.498 -0.141 0.035
C -1.598 -1.486 -0.847 0.011 0.217 0.172 -0.319
H 1.537 -1.346 -1.164 -0.002 0.109 0.168 0.319
H 1.829 0.337 -0.682 0.023 -0.098 0.019 0.290
H 2.548 -0.954 0.293 -0.156 0.054 -0.090 0.309
H 0.554 -0.486 1.597 -0.106 -0.097 -0.165 0.359
H -2.030 0.985 0.075 0.293 -0.188 0.056 0.344
H -1.151 0.892 1.630 0.026 0.030 -0.145 0.327
H -2.445 -0.996 -1.323 0.103 -0.068 0.017 0.191
```
Positions in Å, forces in eV/Å.

Properties
E_HOMO (spin up / spin down) = -7.99 / -7.98 eV
orbital gap (spin up / spin down) = 7.06 / 7.05 eV
lowest unoccupied orbital energy (spin up / spin down) = -0.930 / -0.935 eV
total energy = -7819.5404 eV

---

No. 7
Below is 2 unconnected molecules or ions with the total composition C6H7N, with properties calculated with ωB97M-V with the def2-TZVPD basis set.

Geometry as XYZ:
```
14
Properties=species:S:1:pos:R:3:forces:R:3:mulliken_charge:R:1
C -0.058 -1.488 -0.004 -0.730 -0.877 -0.139 0.421
C 0.025 1.647 0.540 0.533 0.028 0.160 0.062
C -0.477 -2.366 0.956 1.139 2.037 -1.930 -0.709
C -0.267 -0.866 -1.410 -1.075 0.189 -0.261 -0.453
C -0.214 3.024 0.048 -0.757 -1.594 -2.034 -0.228
C 0.815 -0.476 -0.480 -2.031 0.776 1.659 -0.382
N -0.790 2.242 1.271 0.570 -0.917 -0.567 -0.413
H -0.179 -2.246 1.958 0.830 0.273 1.016 0.249
H -1.104 -3.200 0.828 -1.016 -0.562 -0.747 0.279
H -0.131 -1.266 -2.423 0.678 -0.543 0.627 0.269
H -1.166 -0.213 -1.543 0.749 -0.324 0.836 0.190
H 0.449 3.871 0.182 -0.074 -0.158 0.145 0.261
H -0.816 2.895 -0.908 0.512 1.282 1.305 0.133
H 1.872 -0.533 -0.551 0.672 0.390 -0.069 0.320
```
Positions in Å, forces in eV/Å.

Properties
E_HOMO (spin up / spin down) = -8.63 / -7.96 eV
orbital gap (spin up / spin down) = 7.82 / 6.83 eV
lowest unoccupied orbital energy (spin up / spin down) = -0.806 / -1.124 eV
total energy = -7817.2349 eV

---

Calculated max |F|, 2.8; 3.2; 4.7; 4.3; 2.0; 0.9; 3.0 eV/A (same order as the records).